No. 1
{
  "formula": "C4H5NO",
  "method": "wB97M-V/def2-TZVPD",
  "homo_lumo_gap_ev": 10.410,
  "homo_energy_ev": -9.5,
  "elements": ["C", "C", "N", "C", "C", "O", "H", "H", "H", "H", "H"],
  "coordinates": [[-0.95488, 1.25311, 0.65778], [-1.02809, -1.88389, -1.59766], [0.11157, -1.61037, -1.42601], [1.14233, -1.03490, -0.68777], [0.79809, -0.27656, 0.35860], [-0.50949, -0.08921, 0.65958], [-1.77112, 1.31274, 1.38078], [-1.35343, 1.49301, -0.33785], [-0.13751, 1.93695, 0.90853], [2.16966, -1.24220, -0.96849], [1.53287, 0.14131, 1.05250]]
}

***

No. 2
{
  "formula": "C4H14N",
  "method": "wB97M-V/def2-TZVPD",
  "homo_lumo_gap_ev": 11.461,
  "total_charge": 1,
  "homo_energy_ev": -15.1,
  "elements": ["C", "C", "N", "H", "H", "H", "H", "H", "H", "H", "H", "C", "C", "H", "H", "H", "H", "H", "H"],
  "coordinates": [[2.15641, 0.56716, 0.00611], [1.53490, 1.94208, 0.37132], [0.98610, -0.39459, 0.39550], [2.26869, 0.46765, -1.07116], [2.99193, 0.59746, 0.70013], [1.38165, 2.58858, -0.48788], [2.13255, 2.43999, 1.26407], [0.08894, -0.28195, -0.12917], [1.56661, -1.29674, 0.37832], [0.59474, -0.13371, 1.41841], [0.55093, 1.90405, 0.87450], [-2.27749, -1.24088, 0.21094], [-1.74184, -0.92514, -1.16840], [-1.84861, -0.59099, 0.92913], [-3.33093, -0.71474, 0.31449], [-2.29129, -2.29057, 0.45514], [-0.80730, -1.56687, -1.07340], [-1.55162, 0.11799, -1.40831], [-2.40439, -1.18879, -1.97974]]
}

***

No. 3
{
  "formula": "C5H12FeN5O2Se3Te",
  "method": "wB97M-V/def2-TZVPD",
  "homo_lumo_gap_ev": [5.996, 6.197],
  "spin_multiplicity": 2,
  "homo_energy_ev": [-7.3, -7.5],
  "elements": ["Fe", "Se", "Se", "Te", "Se", "C", "C", "O", "H", "H", "H", "H", "H", "H", "C", "C", "O", "H", "H", "H", "N", "N", "N", "C", "N", "N", "H", "H", "H"],
  "coordinates": [[0.26794, -1.50571, -0.48151], [-1.97473, -0.79336, 1.27980], [-0.39906, -3.74085, 0.34544], [1.91829, -3.51110, -0.46693], [1.75091, -1.84260, -2.31307], [3.67624, -0.35631, 2.29545], [2.49468, 0.06360, 1.43789], [1.48524, -0.95045, 1.40567], [4.50333, 0.33915, 2.15848], [4.00812, -1.35137, 2.00025], [3.41045, -0.37626, 3.35245], [2.79873, 0.19702, 0.39970], [2.05819, 1.00305, 1.78833], [1.07114, -1.02306, 2.27266], [-3.97636, -0.82167, -0.82354], [-2.52215, -0.94845, -0.49406], [-1.67591, -1.17702, -1.36646], [-4.10848, -0.60374, -1.88252], [-4.44022, -0.05526, -0.20822], [-4.45959, -1.77207, -0.58938], [-1.94424, 3.10190, -0.49802], [-0.92291, 2.30575, -0.91617], [-0.54063, 2.24767, -2.17068], [0.35415, 1.27731, -2.12621], [0.48139, 0.77584, -0.88906], [-0.33425, 1.46177, -0.12312], [-1.89701, 4.01847, -0.92028], [-1.98851, 3.10857, 0.51198], [0.90527, 0.92918, -2.97885]]
}

***

No. 4
{
  "formula": "C8H18NOP",
  "method": "wB97M-V/def2-TZVPD",
  "homo_lumo_gap_ev": 8.427,
  "homo_energy_ev": -7.9,
  "elements": ["C", "C", "C", "C", "C", "C", "C", "C", "N", "O", "P", "H", "H", "H", "H", "H", "H", "H", "H", "H", "H", "H", "H", "H", "H", "H", "H", "H", "H"],
  "coordinates": [[-0.06397, 0.50385, 0.58339], [-0.52772, -0.87101, 0.62135], [0.18496, 0.83102, -0.89059], [1.04606, 0.91724, 1.63446], [-1.50795, -1.03123, 1.79248], [0.42393, -1.98992, 0.31336], [1.56999, 0.70075, -1.36725], [-0.34508, 2.16691, -1.41867], [-1.72064, -2.31875, -1.70038], [-2.76555, 0.03607, -1.03087], [-1.50711, -0.71745, -1.05756], [-0.93801, 1.12085, 0.85337], [1.27990, 2.01212, 1.48928], [2.01802, 0.26687, 1.60859], [0.48509, 0.84187, 2.62745], [-0.96319, -0.83383, 2.70263], [-1.93882, -2.05764, 1.67493], [-2.31031, -0.36232, 1.70026], [-0.13583, -2.86628, 0.00818], [1.03680, -2.43029, 1.13012], [1.06943, -1.86291, -0.52489], [2.11694, 1.22534, -2.10788], [1.95949, -0.37171, -1.48515], [2.15218, 0.93305, -0.43661], [-1.42453, 2.19371, -1.40483], [0.13367, 2.21530, -2.46205], [0.23449, 2.93424, -0.78571], [-2.53725, -2.47345, -2.31637], [-0.89147, -2.66879, -2.16387]]
}

***

no.,E_tot (Ha)
1,-285.317676
2,-215.221396
3,-9357.908501
4,-786.907627